# C5H10O3

C5H10O3 in the gas phase at a distorted geometry (ωB97M-V/def2-TZVPD, the Open Molecules 2025 dataset).

Structure (XYZ):
```
18
Properties=species:S:1:pos:R:3:forces:R:3:mulliken_charge:R:1
C -2.020891 0.378669 1.000742 0.2 -0.1 -0.1 -0.97
C -1.128098 0.986221 -0.047857 -2.1 2.1 -2.7 0.93
O -1.498370 1.087002 -1.253795 -0.1 1.3 2.9 -0.66
O -0.026985 1.692051 0.430747 -0.9 -0.3 -0.4 -0.39
C 0.928133 0.678344 0.764810 -0.2 -0.7 -0.4 -0.81
C 0.580141 -0.470229 -0.192331 -0.8 0.2 -2.4 0.85
C 1.520425 -0.575623 -1.384916 0.4 -0.2 0.4 -1.69
O 0.455187 -1.660650 0.539483 0.0 -0.2 0.2 -0.56
H -1.453935 -0.119754 1.783633 0.0 0.0 0.0 0.31
H -2.591961 1.201918 1.435768 0.1 0.0 0.0 0.32
H -2.719735 -0.317825 0.543073 0.1 0.0 0.0 0.30
H 0.824399 0.340205 1.800999 0.0 0.1 -0.1 0.33
H 1.922820 1.098638 0.606986 -0.1 -0.1 0.0 0.34
H -0.476911 -0.104759 -0.915476 3.4 -2.4 2.6 0.16
H 1.190508 -1.350372 -2.080893 0.0 0.0 0.0 0.45
H 2.528042 -0.827079 -1.046356 0.1 0.0 -0.1 0.41
H 1.547396 0.372727 -1.919528 0.0 0.0 0.0 0.36
H 0.419835 -2.409485 -0.065089 0.0 0.1 0.0 0.33
```
Positions in Å, forces in eV/Å.

Summary:
SMILES: CC(=O)OC[C@@H](C)O
E_HOMO: -9.07 eV
Total charge: 0
Max |F|: 4.9 eV/Å
Energy above the lowest of the compared OMol25 structures with the same formula, charge and spin: 74.17 kcal per mole